The following is a quantum chemistry calculation of the molecule C3H6N2OS2, from OMol25.

Last column: Mulliken charge in e.
CARTESIAN COORDINATES (ANGSTROEM)
C1 1.304 0.337 0.760  -0.92
C2 0.659 -1.026 0.519  -0.20
S1 0.578 -1.470 -1.188  0.04
N1 -0.500 -0.189 -1.670  -0.30
C3 -1.312 0.468 -0.782  0.42
O1 -1.637 1.611 -1.161  -0.63
N2 -1.890 -0.051 0.412  -0.35
S2 -0.876 -1.110 1.417  0.03
H1 2.337 0.155 0.449  0.32
H2 0.852 0.990 -0.046  0.34
H3 1.402 0.658 1.832  0.26
H4 1.158 -1.904 0.939  0.30
H5 -0.078 0.558 -2.354  0.33
H6 -1.997 0.972 0.872  0.35

total energy = -29905.0869 eV
gap between HOMO and LUMO = 9.44 eV
strongest force on any atom = 0.0723 Eh/bohr
total charge = 0

***

The following is a quantum chemistry calculation of a cluster of 2 separate species, C4H8NS in total, from OMol25.

Last column: Mulliken charge in e.
CARTESIAN COORDINATES (ANGSTROEM)
C1 0.147 0.286 -0.926  -0.19
C2 -0.146 1.684 -0.943  -0.31
C3 -0.492 0.512 1.290  -0.52
C4 0.396 -1.726 0.331  -0.88
N1 0.046 -0.346 0.158  0.14
S1 -0.074 2.188 0.778  -0.03
H1 1.008 -0.850 -2.700  0.26
H2 -1.186 1.942 -1.216  0.36
H3 0.741 2.073 -1.541  0.34
H4 -1.608 0.538 1.401  0.32
H5 -0.049 0.159 2.174  0.47
H6 -0.070 -2.025 1.291  0.37
H7 -0.170 -2.327 -0.487  0.38
H8 1.457 -2.109 0.389  0.30

total energy = -16590.3053 eV
gap between HOMO and LUMO (alpha / beta) = 8.33 / 6.85 eV
strongest force on any atom = 0.0751 Eh/bohr
total charge = +1